Entry from the Open Molecules 2025 dataset: a cluster of 2 separate species, C10H16O in total (ωB97M-V/def2-TZVPD).

Summary:
- M: 152.2 g mol⁻¹
- ΔE to the lowest compared entry with this formula, charge and spin: 34.4 kcal per mole
- SMILES: CCc1ccc(O)cc1.CC
- Lowest unoccupied orbital energy: 0.03210 hartree
- HOMO: -8.376 eV
- Largest force on an atom: 2.38 eV/A

Last column: Löwdin charge in e.
CARTESIAN COORDINATES (ANGSTROEM)
C (1.15745, -3.17611, 1.10701)  -0.09
C (1.48684, -1.74394, 0.63826)  -0.20
C (0.52516, -1.22700, -0.40926)  -0.26
C (0.63208, -1.56641, -1.75220)  -0.04
C (-0.14955, -0.95249, -2.71910)  -0.03
C (-1.02990, 0.04305, -2.36095)  -0.35
O (-1.52472, 0.93929, -3.25565)  0.06
C (-1.31384, 0.19032, -1.02170)  -0.01
C (-0.56962, -0.46905, -0.04190)  -0.06
H (0.65321, -3.05790, 2.07019)  0.07
H (2.05778, -3.76084, 1.26104)  0.06
H (0.51692, -3.75252, 0.44078)  0.07
H (1.44090, -0.99407, 1.42344)  0.10
H (2.51846, -1.69484, 0.28477)  0.11
H (1.44884, -2.14127, -2.17641)  0.12
H (-0.16323, -1.29048, -3.74933)  0.11
H (-1.36021, 0.61080, -4.15512)  0.11
H (-2.18635, 0.74896, -0.71343)  0.12
H (-0.82379, -0.33660, 1.00054)  0.10
C (-0.40035, 3.66922, 1.52289)  -0.16
C (-0.38361, 2.21712, 2.01287)  -0.17
H (-0.31615, 4.38175, 2.34422)  0.06
H (0.48210, 3.85344, 0.92049)  0.05
H (-1.22031, 3.93653, 0.86483)  0.06
H (-0.13083, 2.14804, 3.06890)  0.06
H (-1.43628, 1.88767, 2.06566)  0.07
H (0.08899, 1.53732, 1.32918)  0.03



Entry from the Open Molecules 2025 dataset: a cluster of 2 separate species, C10H16O in total (ωB97M-V/def2-TZVPD).

Summary:
- M: 152.2 g mol⁻¹
- ΔE to the lowest compared entry with this formula, charge and spin: 49.1 kcal per mole
- SMILES: CCc1ccccc1.CCO
- Lowest unoccupied orbital energy: 0.03138 hartree
- HOMO: -8.874 eV
- Largest force on an atom: 2.24 eV/A

Last column: Löwdin charge in e.
CARTESIAN COORDINATES (ANGSTROEM)
C (2.64422, -1.18008, -1.95575)  -0.12
C (1.16954, -1.32017, -1.70835)  -0.22
C (0.44514, -0.01315, -1.49812)  -0.23
C (-0.95508, -0.01669, -1.56227)  -0.06
C (-1.68830, 1.16134, -1.59486)  -0.10
C (-1.01845, 2.37285, -1.51926)  -0.11
C (0.34358, 2.40961, -1.23941)  -0.08
C (1.02430, 1.18840, -1.12978)  -0.05
H (3.23887, -0.63770, -1.22396)  0.07
H (2.87737, -0.79283, -2.94463)  0.08
H (3.07382, -2.19159, -1.92382)  0.07
H (0.70922, -1.85808, -2.52368)  0.11
H (1.05315, -1.95258, -0.82857)  0.11
H (-1.49482, -0.94380, -1.44596)  0.11
H (-2.75511, 1.15372, -1.43345)  0.10
H (-1.52823, 3.28961, -1.75512)  0.09
H (0.82410, 3.29849, -0.85813)  0.10
H (1.92881, 1.29786, -0.55354)  0.11
C (-1.25311, -1.46723, 3.20624)  -0.08
C (-1.19465, -0.00058, 2.68393)  -0.30
O (-0.18906, 0.72215, 3.40870)  -0.09
H (-2.27925, -1.82700, 3.09437)  0.06
H (-0.90002, -1.59221, 4.22557)  0.07
H (-0.77165, -2.04988, 2.42431)  0.06
H (-0.77032, 0.07973, 1.68623)  0.09
H (-2.22543, 0.34104, 2.61653)  0.10
H (-0.30863, 0.52877, 4.35277)  0.08